1.
Here is a molecular structure, C22H42O42PS9 in a non-equilibrium geometry from the OMol25 dataset. Energies are from ωB97M-V with the def2-TZVPD basis set.

ΔE to the lowest compared entry with this formula, charge and spin, kcal per mole: 14.1
Strongest force on any atom, Eh/bohr: 0.09721
Net charge: -3
Orbital gap, eV: 1.60
HOMO level, eV: 2.6

Last column: Löwdin charge in e.
Cartesian coordinates (Å):
1 P 0.0656 -0.9071 0.3331  -0.01
2 O -0.1666 -2.2927 -0.4751  -0.61
3 O 1.5866 -0.6555 0.6841  -0.63
4 O -0.8228 -1.1492 1.6936  -0.62
5 O -0.6265 0.3425 -0.5025  -0.65
6 C -2.2128 4.3380 -6.6515  -0.22
7 C -3.3305 3.9950 -5.6395  -0.22
8 O -4.4902 3.8490 -6.4067  -0.20
9 S -4.4173 5.1558 -7.4691  0.72
10 O -4.8114 6.3346 -6.7369  -0.25
11 O -5.0991 4.8905 -8.7394  -0.26
12 O -2.7907 5.1426 -7.5931  -0.19
13 H -1.8009 3.5927 -7.3319  0.13
14 H -1.3204 4.6366 -6.1015  0.13
15 H -3.6108 4.7166 -4.8721  0.12
16 H -3.0818 3.1689 -4.9733  0.13
17 C 4.5355 2.8421 -4.0112  -0.26
18 C 3.5029 2.0804 -4.8134  -0.19
19 O 3.6578 2.4682 -6.1489  -0.19
20 S 4.8827 3.5122 -6.3882  0.74
21 O 4.5116 4.6702 -7.1121  -0.23
22 O 6.1770 2.7925 -6.6008  -0.27
23 O 4.8325 3.9736 -4.7529  -0.19
24 H 5.4220 2.2697 -3.7382  0.12
25 H 4.1339 2.9342 -3.0020  0.14
26 H 2.5560 2.3925 -4.3727  0.13
27 H 3.6153 1.0307 -4.5419  0.14
28 C -5.3037 -0.3222 5.9087  -0.24
29 C -6.0548 0.7713 5.0994  -0.13
30 O -6.2274 1.8628 6.0474  -0.21
31 S -6.1797 1.3615 7.5878  0.70
32 O -7.5662 1.4957 8.1557  -0.30
33 O -5.1994 2.0601 8.3644  -0.24
34 O -5.6822 -0.1410 7.1922  -0.19
35 H -4.2362 -0.2411 5.7036  0.13
36 H -5.6506 -1.2904 5.5479  0.13
37 H -6.9819 0.3098 4.7596  0.12
38 H -5.3702 1.0868 4.3120  0.13
39 C 6.8839 -2.4632 -0.8489  -0.19
40 C 6.5558 -3.8474 -1.3457  -0.18
41 O 7.7051 -4.4170 -1.9542  -0.21
42 S 8.8803 -3.2746 -2.2239  0.71
43 O 8.5487 -2.7353 -3.4984  -0.24
44 O 10.2048 -3.8023 -2.0924  -0.24
45 O 8.2604 -2.2664 -1.0182  -0.20
46 H 6.6386 -2.2916 0.1991  0.14
47 H 6.3859 -1.6817 -1.4229  0.13
48 H 5.7948 -3.8403 -2.1260  0.13
49 H 6.1160 -4.4796 -0.5743  0.13
50 C 2.2377 -1.7165 6.7639  -0.20
51 C 1.7842 -3.0892 6.4643  -0.19
52 O 2.6474 -3.9962 7.1936  -0.19
53 S 3.2490 -3.1520 8.4983  0.74
54 O 4.7008 -2.8945 8.3331  -0.27
55 O 2.6959 -3.8196 9.6722  -0.27
56 O 2.3160 -1.8132 8.1811  -0.21
57 H 1.4294 -1.0407 6.4844  0.15
58 H 3.2007 -1.5214 6.2920  0.14
59 H 1.9952 -3.1047 5.3950  0.15
60 H 0.7080 -3.1937 6.6019  0.14
61 C -2.1179 -6.6395 2.2310  -0.16
62 C -3.4382 -6.2523 1.6029  -0.16
63 O -4.2555 -7.1647 2.3159  -0.24
64 S -3.7020 -8.7390 2.5571  0.77
65 O -3.7753 -9.5264 1.3375  -0.26
66 O -4.1823 -9.2711 3.8485  -0.27
67 O -2.2081 -7.9948 2.7229  -0.24
68 H -1.7436 -5.9478 2.9857  0.14
69 H -1.3677 -6.7243 1.4448  0.13
70 H -3.3733 -6.2510 0.5148  0.13
71 H -3.7078 -5.2482 1.9301  0.14
72 C -0.3065 -2.7747 -5.5624  -0.16
73 C -0.7247 -4.2649 -5.4843  -0.22
74 O -0.2930 -4.7084 -6.7073  -0.22
75 S 1.2308 -4.0718 -6.9999  0.76
76 O 1.5473 -4.0703 -8.4245  -0.26
77 O 2.1714 -4.4964 -5.9527  -0.24
78 O 0.4903 -2.5828 -6.7366  -0.24
79 H 0.4759 -2.4802 -4.8630  0.14
80 H -1.1272 -2.0654 -5.6694  0.12
81 H -1.8016 -4.3957 -5.3780  0.13
82 H -0.2100 -4.7978 -4.6848  0.13
83 C -6.5838 -1.8274 -2.9100  -0.20
84 C -6.2065 -1.4094 -1.4888  -0.17
85 O -7.2247 -1.8614 -0.5935  -0.20
86 S -8.5129 -2.3702 -1.3835  0.74
87 O -9.6775 -1.5860 -0.9203  -0.28
88 O -8.6638 -3.8580 -1.4427  -0.28
89 O -7.9802 -1.6629 -2.8132  -0.22
90 H -6.2992 -2.8510 -3.1537  0.12
91 H -6.0600 -1.2938 -3.7031  0.13
92 H -6.0488 -0.3546 -1.2640  0.13
93 H -5.2037 -1.7528 -1.2344  0.14
94 C -0.9363 4.8540 3.5061  -0.18
95 C -1.7490 5.2213 2.2894  -0.16
96 O -2.0825 6.5890 2.4888  -0.22
97 S -1.2963 7.3170 3.7799  0.71
98 O -2.2939 7.7614 4.7509  -0.27
99 O -0.2783 8.2342 3.3076  -0.26
100 O -0.7654 5.9248 4.3906  -0.19
101 H 0.0356 4.5336 3.1309  0.14
102 H -1.3337 4.0473 4.1220  0.14
103 H -2.6305 4.6443 2.0103  0.13
104 H -1.2596 5.2752 1.3169  0.13
105 O 7.6453 3.6320 3.3326  0.10
106 C 6.8714 4.0805 2.5071  -0.44
107 O 7.2791 5.0889 1.6664  0.00
108 C 6.2078 5.8455 1.1715  -0.21
109 C 5.0370 5.2745 1.8631  -0.16
110 C 5.3807 3.8310 2.3423  -0.04
111 H 6.3129 5.8080 0.0872  0.12
112 H 6.3931 6.8876 1.4321  0.12
113 H 4.0704 5.3348 1.3629  0.12
114 H 4.9615 5.8066 2.8114  0.12
115 H 5.1477 3.0685 1.5991  0.13
116 H 4.7798 3.5980 3.2213  0.13


2.
Here is a gas-phase ion, CH6N3O (charge +1) in a non-equilibrium geometry from the OMol25 dataset. Energies are from ωB97M-V with the def2-TZVPD basis set.

ΔE to the lowest compared entry with this formula, charge and spin, kcal per mole: 111.0
Strongest force on any atom, Eh/bohr: 0.13257
Net charge: +1
Orbital gap, eV: 10.90
SMILES string: [H]/N=[N+](/N)OC
HOMO level, eV: -16.5

Last column: Löwdin charge in e.
Cartesian coordinates (Å):
1 H 1.2761 1.0533 -0.6714  0.08
2 N 1.0718 0.2313 -1.1230  0.31
3 N 0.2883 -0.4016 -0.4504  -0.19
4 N 0.0388 -1.9229 -0.9129  0.23
5 O -0.5417 -0.1618 0.5348  -0.01
6 C -0.3628 1.1254 1.2291  0.04
7 H 0.5445 -2.1641 -1.7074  0.07
8 H -0.9691 -2.0245 -1.0311  0.11
9 H -0.9738 0.9708 2.1434  0.13
10 H -0.9867 1.7259 0.5285  0.12
11 H 0.6146 1.5683 1.4605  0.11


3.
Here is 2 unconnected molecules or ions with the total composition C3H12N3O in a non-equilibrium geometry from the OMol25 dataset. Energies are from ωB97M-V with the def2-TZVPD basis set.

ΔE to the lowest compared entry with this formula, charge and spin, kcal per mole: 31.0
Strongest force on any atom, Eh/bohr: 0.03840
Net charge: +1
Orbital gap, eV: 11.48
HOMO level, eV: -14.2

Last column: Löwdin charge in e.
Cartesian coordinates (Å):
1 C -0.1629 -1.6646 2.4262  -0.13
2 O 0.0602 -1.7107 1.0239  -0.14
3 H 0.8043 -2.2780 0.8078  0.10
4 H 0.2709 -0.7754 2.8650  0.08
5 H -1.2409 -1.6833 2.6249  0.09
6 H 0.1496 -2.5580 2.9663  0.09
7 C 1.0067 1.9655 -0.0669  -0.04
8 C -0.3916 0.3722 -1.2999  -0.44
9 N -0.0551 0.9905 -0.1877  0.06
10 N 0.1834 0.6766 -2.4647  0.21
11 N -1.3592 -0.5460 -1.2728  0.20
12 H -0.4268 0.6755 0.6896  0.14
13 H 0.5683 1.5861 -2.6641  0.13
14 H 0.2326 0.0040 -3.2096  0.13
15 H -1.4198 -1.1719 -0.4884  0.10
16 H -2.0564 -0.7036 -1.9815  0.14
17 H 0.5880 2.9435 0.1014  0.09
18 H 1.7969 1.9640 -0.8045  0.09
19 H 1.4518 1.9136 0.9352  0.10


4.
Here is a molecular structure, C20H46GaO3P4Se in a non-equilibrium geometry from the OMol25 dataset. Energies are from ωB97M-V with the def2-TZVPD basis set.

ΔE to the lowest compared entry with this formula, charge and spin, kcal per mole: 13.3
Strongest force on any atom, Eh/bohr: 0.06017
Net charge: +3
Orbital gap (spin up / spin down), eV: 2.89 / 2.77
HOMO level (spin up / spin down), eV: -15.6 / -15.6

Last column: Löwdin charge in e.
Cartesian coordinates (Å):
1 Ga 0.4382 -0.4417 -1.2580  0.15
2 P -1.0096 -0.6097 0.9753  0.77
3 P 1.4306 -2.6617 -1.0464  0.73
4 P -1.8478 -1.1118 -2.4650  0.77
5 H 0.1094 4.5588 -0.8352  0.04
6 C -0.9665 4.3518 -0.8732  -0.09
7 C -1.6595 4.0088 0.2357  -0.06
8 H -1.1899 3.8961 1.2243  0.06
9 C -0.0228 0.2707 2.2247  -0.24
10 C -1.2874 -2.2832 1.6490  -0.22
11 C -2.6041 0.2774 0.9796  -0.23
12 C 2.7241 -2.9630 -2.2837  -0.25
13 C 2.4064 -2.8865 0.4825  -0.21
14 C 0.5234 -4.2495 -1.0809  -0.20
15 C -2.8311 0.4352 -2.5034  -0.22
16 C -2.9875 -2.4106 -1.8360  -0.21
17 C -1.6868 -1.4974 -4.2415  -0.26
18 H -1.4456 4.6354 -1.8201  0.06
19 H -2.7477 3.9703 0.2194  0.06
20 H 0.1707 1.2992 1.8801  0.04
21 H 0.9635 -0.1949 2.3907  0.03
22 H -0.5872 0.2857 3.1712  0.08
23 H -0.3214 -2.7878 1.7933  0.04
24 H -1.9225 -2.8712 0.9687  0.04
25 H -1.7964 -2.1915 2.6179  0.08
26 H -2.4817 1.2730 0.5343  0.03
27 H -2.9332 0.3839 2.0192  0.08
28 H -3.3825 -0.2670 0.4361  0.03
29 H 3.2698 -3.8563 -1.9496  0.08
30 H 3.3775 -2.0925 -2.3587  0.06
31 H 2.2610 -3.1206 -3.2580  0.06
32 H 3.2442 -3.5578 0.2143  0.08
33 H 1.8012 -3.3483 1.2783  0.06
34 H 2.7966 -1.9322 0.8695  0.04
35 H 1.2837 -5.0480 -1.0944  0.09
36 H -0.0910 -4.2990 -1.9853  0.05
37 H -0.1225 -4.3452 -0.2006  0.05
38 H -3.4047 0.5044 -3.4288  0.07
39 H -2.1465 1.2824 -2.4472  0.04
40 H -3.5180 0.4997 -1.6613  0.04
41 H -3.7534 -2.6792 -2.5714  0.08
42 H -3.4958 -2.1103 -0.9165  0.04
43 H -2.4074 -3.3111 -1.6179  0.04
44 H -2.6426 -1.3923 -4.7657  0.08
45 H -1.3203 -2.5190 -4.3718  0.06
46 H -0.9544 -0.8173 -4.6992  -0.02
47 C 1.5387 1.8765 -4.2991  -0.53
48 C 1.1470 3.1036 -3.7197  -0.05
49 C 1.4407 4.3049 -4.3636  0.00
50 C 2.1248 4.3308 -5.5902  0.05
51 C 2.5325 3.1144 -6.1549  0.00
52 C 2.2819 1.9120 -5.4979  -0.09
53 Se 1.1864 0.1274 -3.7301  1.07
54 H 1.0378 0.9783 -1.0767  -0.05
55 H 0.5962 3.0930 -2.7779  0.08
56 H 1.1214 5.2567 -3.9266  0.14
57 H 2.3452 5.2756 -6.0975  0.15
58 H 3.0407 3.1067 -7.1229  0.14
59 H 2.6427 0.9760 -5.9252  0.12
60 C 3.5187 -0.8822 3.9446  -0.11
61 O 3.0535 -0.2437 2.7477  -0.47
62 P 3.7595 1.1729 2.1204  0.91
63 O 4.1841 1.8571 3.5295  -0.38
64 C 3.3186 2.2483 4.6078  -0.11
65 O 2.4322 2.0730 1.6552  -0.46
66 C 2.2880 3.5158 1.6925  -0.10
67 H 4.6132 -0.8304 4.0325  0.10
68 H 3.2022 -1.9242 3.8637  0.08
69 H 3.0285 -0.4393 4.8228  0.08
70 H 2.2953 1.8533 4.5011  0.09
71 H 3.7431 1.8240 5.5262  0.10
72 H 3.3238 3.3472 4.6504  0.10
73 H 1.5583 3.8048 0.9146  0.06
74 H 1.8864 3.7978 2.6766  0.09
75 H 3.2485 4.0307 1.5235  0.10


- Among the records above, which one has the highest ΔE to the lowest compared entry with this formula, charge and spin?
  CH6N3O


- ΔE to the lowest compared entry with this formula, charge and spin of number 4 (C20H46GaO3P4Se)?
  13.3 kcal per mole


- Look up the strongest force on any atom of the third one.
  0.03840 Eh/bohr


- Among the records above, which one has the lowest net charge?
  C22H42O42PS9